Run one
A structure of composition C5H7NO2. Source: the Open Molecules 2025 dataset; level of theory: ωB97M-V with the def2-TZVPD basis set.

Gap between HOMO and LUMO ... 9.4 eV
LUMO level ... 0.57 eV

Structure (XYZ):
```
15
Properties=species:S:1:pos:R:3:lowdin_charge:R:1
O -2.183 -0.602 -0.288 0.102
O 2.351 -0.854 -0.039 0.103
N -0.176 0.633 0.932 -0.084
C -0.940 -0.933 -0.258 -0.407
C 1.155 -0.745 0.039 -0.416
C 0.249 -0.187 -1.008 -0.120
C 0.297 1.292 -0.355 -0.152
C -0.065 -0.789 0.922 -0.213
H -0.218 2.416 -0.801 0.164
H -0.155 -1.332 1.968 0.199
H 1.440 1.764 -0.330 0.135
H 1.121 -0.184 -2.038 0.233
H -0.738 -1.916 -0.733 0.170
H -2.287 0.218 0.131 0.086
H 0.148 1.219 1.857 0.198
```

***

Run two
An isolated molecule of C5H7NO2. Source: the Open Molecules 2025 dataset; level of theory: ωB97M-V with the def2-TZVPD basis set.

Gap between HOMO and LUMO ... 9.4 eV
SMILES ... C#CN[C@H](C)C(=O)O
LUMO level ... 0.71 eV

Structure (XYZ):
```
15
Properties=species:S:1:pos:R:3:lowdin_charge:R:1
O 0.508 -1.950 -0.672 0.101
O -0.383 -1.481 1.326 0.119
N 0.437 1.184 0.119 0.010
C 1.612 0.599 0.403 -0.238
C -1.941 0.670 -0.104 -0.041
C -0.033 -1.121 0.237 -0.502
C 2.781 0.300 0.564 0.140
C -0.522 0.275 -0.457 -0.278
H -2.655 0.060 -0.653 0.083
H 0.619 -2.833 -0.282 0.134
H -2.105 0.531 0.963 0.085
H 0.453 2.126 -0.257 0.149
H 3.706 -0.184 0.686 0.017
H -2.108 1.721 -0.341 0.080
H -0.370 0.103 -1.532 0.141
```

***

What should be chosen as the least stable of them? Choose run one.

***

Run one
An isolated molecule of C5H7NO2. Source: the Open Molecules 2025 dataset; level of theory: ωB97M-V with the def2-TZVPD basis set.

Gap between HOMO and LUMO ... 9.7 eV
SMILES ... C1=COC([C@@H]2CN2)O1
LUMO level ... 0.95 eV

Structure (XYZ):
```
15
Properties=species:S:1:pos:R:3:lowdin_charge:R:1
O -1.071 -1.245 -0.134 -0.007
O -0.369 1.005 -0.522 -0.127
N 1.996 0.653 -0.226 0.012
C 1.362 -0.162 1.041 -0.067
C 1.222 -0.595 -0.408 -0.361
C -1.915 -0.248 0.395 -0.116
C -1.628 0.993 0.085 -0.097
C -0.149 -0.456 -0.897 -0.251
H -2.277 1.848 0.098 0.122
H 1.268 1.489 -0.419 0.132
H -0.161 -0.621 -1.956 0.153
H 2.363 -0.748 1.334 0.122
H 1.771 -1.456 -0.998 0.174
H 0.504 0.161 1.890 0.171
H -2.918 -0.616 0.715 0.138
```

***

Run two
A structure of composition C5H7NO2. Source: the Open Molecules 2025 dataset; level of theory: ωB97M-V with the def2-TZVPD basis set.

Gap between HOMO and LUMO ... 9.5 eV
LUMO level ... 0.20 eV

Structure (XYZ):
```
15
Properties=species:S:1:pos:R:3:lowdin_charge:R:1
O 0.364 -2.725 1.196 0.132
O 0.251 3.180 -0.010 -0.144
N -0.084 1.245 -0.741 -0.020
C -0.312 -0.157 -0.883 -0.338
C 0.917 -0.914 -0.567 -0.064
C 0.212 -1.799 0.496 -0.395
C -1.093 -1.022 0.179 -0.042
C -0.076 1.960 0.409 -0.255
H -0.856 -0.402 -1.897 0.179
H -0.365 2.029 -1.511 0.227
H -1.968 -1.527 -0.252 0.119
H -0.622 1.704 1.702 0.238
H -1.221 -0.591 1.156 0.092
H 1.297 -1.689 -1.329 0.163
H 1.513 -0.291 0.033 0.107
```

***

What should be chosen as the least stable of them? Choose run one.

***

Run one
A cluster of 3 separate species, C5H7NO2 in total. Source: the Open Molecules 2025 dataset; level of theory: ωB97M-V with the def2-TZVPD basis set.

Gap between HOMO and LUMO ... 8.3 eV
LUMO level ... 0.08 eV

Structure (XYZ):
```
15
Properties=species:S:1:pos:R:3:lowdin_charge:R:1
O 0.641 -1.005 1.274 0.009
O 0.512 -1.647 -0.960 -0.148
N 0.166 1.954 -0.189 -0.015
C -1.524 0.103 0.026 -0.108
C -0.257 0.680 -0.130 -0.515
C 0.848 -0.244 -0.968 -0.172
C -2.534 -0.618 0.066 0.095
C 1.012 -0.065 0.490 -0.396
H -0.324 -1.138 1.362 0.124
H 1.987 0.367 0.749 0.162
H 1.266 -2.080 0.037 0.294
H 0.718 2.700 1.042 0.257
H -3.249 -1.624 -0.289 0.146
H -0.682 2.442 -0.700 0.118
H 1.420 0.175 -1.808 0.150
```

***

Run two
A cluster of 2 separate species, C5H7NO2 in total. Source: the Open Molecules 2025 dataset; level of theory: ωB97M-V with the def2-TZVPD basis set.

Gap between HOMO and LUMO ... 9.1 eV
SMILES ... N[C@]12C[C@@H]1C2.O=C=O
LUMO level ... 0.65 eV

Structure (XYZ):
```
15
Properties=species:S:1:pos:R:3:lowdin_charge:R:1
O -4.022 0.507 0.094 0.264
O -3.164 -1.506 -0.241 0.243
N 1.243 -1.562 0.419 0.065
C 1.216 -0.232 0.390 -0.311
C 1.758 0.999 -0.802 0.012
C 0.246 0.570 -0.566 -0.214
C -3.542 -0.469 -0.075 -0.524
C 0.089 0.695 0.916 -0.087
H -0.386 0.984 -1.103 0.026
H 1.846 2.054 -0.779 0.049
H 1.559 -2.291 1.090 0.114
H 2.245 0.467 -1.623 0.062
H -0.740 0.135 1.324 0.085
H 0.368 1.571 1.517 0.095
H 1.283 -1.922 -0.561 0.120
```

***

What should be chosen as the least stable of them? Choose run one.

***

Run one
A cluster of 2 separate species, C5H14O in total. Source: the Open Molecules 2025 dataset; level of theory: ωB97M-V with the def2-TZVPD basis set.

Gap between HOMO and LUMO ... 11.3 eV
SMILES ... CCC.CCO
LUMO level ... 0.92 eV

Structure (XYZ):
```
20
Properties=species:S:1:pos:R:3:lowdin_charge:R:1
O 1.809 -4.306 1.409 -0.128
C 1.842 -3.726 -1.228 -0.054
C -1.658 3.643 0.236 -0.348
C 1.995 -3.265 0.345 -0.215
C -0.432 2.815 0.604 -0.144
C -2.742 2.847 -0.397 -0.141
H 2.875 -2.727 0.508 0.062
H 0.357 3.189 1.256 0.057
H -2.458 1.803 -0.357 0.058
H -0.849 1.926 1.157 0.078
H -1.941 4.081 1.187 0.094
H 2.453 -4.576 -1.324 0.038
H 2.621 -4.817 1.556 0.069
H -3.061 3.023 -1.480 0.100
H 2.214 -3.014 -1.947 0.061
H 0.888 -4.050 -1.436 0.029
H 0.062 2.413 -0.369 0.100
H -1.386 4.482 -0.439 0.106
H 1.065 -2.556 0.616 0.139
H -3.654 2.815 0.103 0.040
```

***

Run two
A cluster of 2 separate species, C5H14O in total. Source: the Open Molecules 2025 dataset; level of theory: ωB97M-V with the def2-TZVPD basis set.

Gap between HOMO and LUMO ... 11.6 eV
SMILES ... CCC(C)C.O
LUMO level ... 0.78 eV

Structure (XYZ):
```
20
Properties=species:S:1:pos:R:3:lowdin_charge:R:1
O -3.661 -1.069 -2.172 -0.093
C 0.149 -1.515 -0.674 -0.113
C -0.431 1.129 1.000 -0.069
C 0.877 0.383 0.840 -0.519
C 1.002 -0.292 -0.500 -0.276
C 2.085 1.197 1.139 -0.108
H -3.888 -0.877 -1.234 0.045
H 2.052 -0.609 -0.646 0.114
H 0.974 -0.413 1.605 0.135
H 1.984 1.617 2.154 0.084
H -4.530 -1.148 -2.627 0.047
H 0.773 0.477 -1.262 0.125
H -0.387 2.077 0.437 0.086
H 0.097 -2.063 0.282 0.081
H 3.047 0.661 1.074 0.084
H -0.874 -1.231 -0.972 0.061
H -1.202 0.485 0.546 0.069
H 0.565 -2.188 -1.443 0.077
H 2.094 2.027 0.414 0.085
H -0.726 1.351 2.039 0.083
```

***

What should be chosen as the least stable of them? Choose run one.